(1)
A cluster of 2 separate species, C25H49IN2O10P2 in total, computed with ωB97M-V/def2-TZVPD.

Properties
Orbital gap   0.051 Ha
Energy above the lowest of the compared OMol25 structures with the same formula, charge and spin   0.0 kcal per mole

Structure (ORCA input):
```
! wB97M-V def2-TZVPD RIJCOSX def2/J DEFGRID3
* xyz -2 1
C 0.157 -1.501 -2.408
H 5.565 -1.818 0.370
H -5.466 -1.257 3.020
H -4.624 0.565 -3.344
H 1.190 -1.704 1.661
C 2.166 2.916 1.357
H 0.045 2.950 3.372
C -1.154 0.403 -3.366
C -0.451 2.070 2.907
H 3.031 2.043 -0.416
H -2.674 -0.617 -2.187
O 3.619 -1.851 -2.765
H -1.064 -2.902 -0.606
H 1.620 -3.393 -0.784
C -0.065 -3.021 -2.510
H -4.569 1.543 -1.230
H -0.814 -3.215 -3.285
H -3.370 2.190 1.317
C 1.881 1.789 2.357
H -1.542 -0.193 1.910
H 5.777 -0.579 1.634
H 2.067 4.571 -0.573
O -4.743 -0.062 0.661
C -0.207 -0.749 -3.716
H 0.834 -4.723 1.702
H -0.385 -1.074 -1.555
C 3.055 -2.714 1.145
H -0.666 -1.410 -4.451
O -0.556 0.686 4.832
C -2.060 1.340 -0.160
H 1.332 1.661 -0.196
H -3.492 1.681 -4.063
C -2.600 -0.042 -3.113
H 3.530 -1.162 2.561
H 1.000 -5.050 -0.545
H -1.803 2.658 -1.893
H 4.503 -0.433 0.425
P 3.747 -0.841 -3.919
O -2.428 0.751 3.535
N -1.339 2.635 1.834
H 3.182 3.267 1.565
H 0.709 -0.292 -4.089
C 4.075 -1.901 1.966
H -1.779 3.473 2.266
H -2.796 3.301 -0.626
C 0.815 -3.988 -0.362
H 1.222 -1.326 -2.220
C -0.222 1.127 6.013
H 3.018 -2.251 0.153
H 2.540 0.952 2.112
O 0.549 1.264 2.319
C -3.663 1.068 -3.175
C -2.410 0.428 2.172
H -2.436 0.340 -0.363
C 5.044 -1.145 1.053
H -4.311 2.906 -2.285
H -4.682 -0.655 -0.101
H 0.871 -3.473 -2.848
C -1.325 1.507 3.953
C -0.470 -3.634 -1.158
C 1.642 -2.698 1.735
O 3.138 0.495 -3.459
H 4.632 -2.578 2.617
H -0.746 2.947 1.065
O 2.986 -1.371 -5.143
N 0.133 1.139 7.084
P -3.848 -0.672 1.852
C 2.071 2.459 -0.100
H 2.310 3.531 -1.972
C -2.574 2.377 -1.178
C 1.750 3.634 -1.039
H 1.735 -2.885 2.814
I -2.302 3.551 5.084
O 5.215 -0.641 -4.310
H -0.328 -3.471 1.374
H -0.743 0.863 -2.474
C -2.400 1.690 1.303
O -4.775 -0.590 3.145
H -1.180 1.188 -4.131
C 0.703 -3.779 1.166
H 3.404 -3.736 0.975
H -2.834 -0.751 -3.916
H -0.972 1.265 -0.239
H 0.688 3.679 -1.270
H -1.039 -4.547 -1.348
H 2.141 2.090 3.379
H 1.499 3.769 1.543
O -3.426 -2.043 1.515
C -3.855 1.974 -1.933
*
```

=====

(2)
A structure of composition C25H49N8SSbV, computed with ωB97M-V/def2-TZVPD.

Properties
⟨S²⟩   2.15
Orbital gap (alpha / beta)   0.138 / 0.196 Ha
Energy above the lowest of the compared OMol25 structures with the same formula, charge and spin   2.5 kcal per mole

Structure (ORCA input):
```
! wB97M-V def2-TZVPD RIJCOSX def2/J DEFGRID3
* xyz 3 3
C -0.580 -3.149 1.411
H 1.622 -0.279 3.136
H -3.588 -3.020 2.602
H -0.436 -1.272 -5.123
C 0.271 -0.706 -3.005
H -0.734 -4.591 -0.169
H -3.266 -0.771 -0.423
H -2.332 -1.265 4.650
H 2.047 -0.836 -0.494
H -2.146 -3.475 -0.093
C 5.966 2.524 -4.547
N 1.875 0.052 -0.023
H -0.598 -5.113 2.281
H -0.542 1.119 5.231
H 1.157 -2.787 2.564
H -5.005 0.786 1.278
H -0.197 1.516 3.573
H 3.856 2.852 0.082
N 4.239 1.111 -4.728
N 0.883 2.704 0.185
C -4.148 0.465 1.900
C 3.744 2.287 -4.097
C -0.809 0.851 4.160
C -0.414 -0.667 -4.195
H -4.439 3.884 -1.709
C 3.225 2.024 0.402
H 1.307 -1.797 4.007
H 3.708 0.444 -1.026
H 2.467 1.468 -1.509
H 6.935 3.001 -4.559
C -3.733 -0.990 1.699
H -5.016 -1.126 -0.040
H 1.394 -0.290 4.883
C -4.107 -2.066 2.725
H -2.158 -4.233 2.455
H 0.176 3.437 0.427
H -3.641 2.107 -3.364
C -1.059 -3.535 0.045
H 2.199 -0.036 0.958
H 1.427 -2.340 0.885
H 3.253 -0.610 -4.117
C -1.198 0.873 -2.699
C -3.616 3.238 -1.500
C -1.049 -4.135 2.494
H -2.594 3.706 0.457
H -1.849 1.168 4.008
H -1.012 -2.550 4.604
N -1.378 0.360 -3.983
H -0.569 -2.990 -0.770
H 1.722 2.069 2.034
H -3.767 -2.455 0.119
H -4.407 0.653 2.964
H -3.312 1.141 1.710
N -0.210 0.218 -2.121
H 2.272 3.626 1.587
H -0.660 -3.765 3.481
C 3.496 -0.109 -5.061
H 1.108 -1.348 -2.773
C 2.873 1.027 -0.612
H -3.901 -1.647 3.740
H 4.038 -0.761 -5.749
N 4.833 3.125 -3.964
H 1.182 2.990 -0.759
H -2.055 0.739 -4.639
C 1.006 -0.738 3.942
C 0.940 -3.115 1.514
C -0.497 -0.583 3.850
S 2.118 2.427 -3.635
V -0.104 0.847 -0.025
C 5.588 1.330 -5.024
N -3.190 2.366 -2.459
H 3.837 1.487 1.195
H 2.559 0.128 -5.529
Sb -1.284 -0.951 1.698
H 6.143 0.566 -5.573
C -3.969 -1.345 0.226
H -0.972 -1.187 5.817
C -1.267 -1.456 4.767
H -5.239 -2.202 2.553
N -1.756 2.182 -0.740
C -2.083 1.739 -1.978
H 1.332 -4.100 1.274
C -2.708 3.126 -0.486
C 1.994 2.666 1.103
H 4.805 3.959 -3.373
*
```

=====

(3)
A cluster of 6 separate species, C25H50BBrF3IN3O7S in total, computed with ωB97M-V/def2-TZVPD.

Properties
Orbital gap   0.228 Ha

Structure (ORCA input):
```
! wB97M-V def2-TZVPD RIJCOSX def2/J DEFGRID3
* xyz 1 1
H 5.479 -4.245 -10.379
H 3.325 -3.672 -8.049
C -5.253 0.489 6.398
H -3.830 3.961 8.410
Br -2.963 -1.521 0.591
H -1.980 1.220 6.988
H -0.752 -3.982 0.527
H 1.026 1.792 0.057
H 2.450 -2.543 1.452
C 1.437 -1.654 -4.124
H -6.775 1.427 5.219
N -2.097 -1.391 -1.042
H -5.273 2.909 8.380
O -4.866 0.714 7.524
C 2.040 -2.869 0.468
H 3.073 -2.920 -4.748
H -4.870 3.910 6.975
H -1.182 2.674 6.363
H -4.624 -0.971 4.963
H 3.482 1.143 -8.537
C -0.024 0.014 0.775
H 2.203 2.377 -8.361
C 0.653 1.271 4.700
H 1.212 -0.907 -4.900
I 1.653 1.115 -2.955
H -6.257 4.200 10.520
H 4.837 -2.740 -8.251
H 3.056 -4.714 1.107
C 3.367 2.856 2.855
O 1.815 1.209 1.912
O -6.251 5.782 7.882
C -1.041 1.619 6.606
B 0.502 -2.456 0.492
H 3.968 -5.176 -10.176
H 0.582 2.309 4.371
H 3.540 -1.180 -4.578
H -0.277 1.516 7.378
H 0.801 -2.550 -4.196
H 3.266 -1.920 -8.309
H 1.492 1.153 5.384
H 1.689 -1.515 -1.986
C -6.698 0.682 6.012
O -0.377 -3.344 1.146
H -0.893 0.640 0.528
C 1.547 0.362 -8.064
H -1.755 0.944 -2.055
H 0.820 0.640 3.835
H 1.853 -0.336 -10.059
H 2.635 -2.342 -0.295
C 3.797 -2.835 -8.568
O 1.137 -0.207 -7.071
C 2.963 -2.008 -4.137
H -4.276 0.723 4.508
C -0.806 -1.217 -1.193
H 4.286 -4.308 -11.688
F 3.088 2.328 4.046
H -2.697 -1.456 -1.863
H 1.419 -5.033 0.551
N -0.410 -1.131 -2.571
C 4.412 -4.278 -10.608
H 2.885 2.631 0.779
C -4.305 0.006 5.331
C 3.730 -3.052 -10.059
C -4.861 3.867 8.063
H 2.712 -4.688 -0.623
C -5.803 5.104 10.113
S -1.129 0.390 -3.145
C -0.629 0.859 5.372
H 3.859 1.306 1.448
C 1.032 0.021 -9.432
H -7.260 1.031 6.877
C 1.265 0.887 0.650
C 2.992 1.961 1.647
H 3.339 -2.216 -3.119
H -0.104 -0.302 1.834
C 2.302 -4.408 0.361
H -6.429 5.957 10.368
F 2.690 4.013 2.749
H 0.285 -0.767 -9.353
F 4.658 3.176 2.852
O -1.303 -0.053 4.932
C -5.693 4.996 8.613
O 3.153 -2.274 -10.786
C 1.090 -0.981 -2.732
C 2.597 1.437 -7.970
H 2.878 1.581 -6.927
H 0.570 0.900 -9.885
H -3.310 -0.087 5.747
H 1.992 0.323 0.028
N 0.059 -1.164 -0.119
H -7.123 -0.265 5.675
H -4.814 5.251 10.549
*
```

=====

(4)
A structure of composition C25H50ClNP2ReSi2, computed with ωB97M-V/def2-TZVPD.

Properties
⟨S²⟩   3.76
Orbital gap (alpha / beta)   0.220 / 0.254 Ha

Structure (ORCA input):
```
! wB97M-V def2-TZVPD RIJCOSX def2/J DEFGRID3
* xyz 0 4
H 1.223 -1.498 2.927
H 0.693 2.274 -1.900
C 2.398 -0.131 -0.241
H 2.808 4.440 1.959
H 0.317 2.611 5.508
N -2.222 1.334 -1.744
C -0.090 1.361 3.782
Cl -0.909 -1.462 1.092
H -3.604 1.525 0.528
H -2.820 -4.196 -3.427
H 1.666 -2.656 1.512
H -3.528 3.191 2.503
H 0.961 1.472 3.474
C 0.678 4.884 -0.293
C 3.352 -1.391 -3.529
C 2.142 0.783 0.766
H 1.492 -3.783 -3.780
H -4.525 2.113 3.507
H 0.025 4.599 -1.129
H 3.590 -2.044 -2.683
H 1.694 0.584 -5.519
H -2.876 -1.685 -0.779
C -1.704 -2.991 -2.007
H 0.594 -5.086 -2.956
H -1.299 3.845 2.285
H -0.487 3.548 4.246
H -0.254 0.211 5.565
C 0.218 -1.310 -3.366
H -3.841 -2.580 -1.977
H 0.846 1.645 -4.365
H -1.882 -2.870 -4.151
C 1.211 -3.504 -1.548
H 2.147 3.220 3.069
H 1.671 5.129 -0.696
C -1.856 -3.660 -3.378
C 1.384 1.900 0.203
C -3.484 2.363 3.235
H -3.000 2.740 4.142
H -1.727 -3.728 -1.187
H 0.597 -0.648 4.306
H 4.194 -0.700 -3.676
Si 1.840 -0.325 -3.234
C -1.265 0.953 -1.166
H 0.296 -2.049 -4.175
P -0.081 -2.138 -1.782
C 1.882 -1.729 2.078
C -0.243 0.015 4.484
P -1.042 1.436 2.141
Si 0.795 3.519 0.968
C 1.803 0.369 -1.486
C 1.740 1.023 -4.512
H 1.492 -4.090 0.549
H -1.420 2.379 5.221
C -0.987 3.133 1.508
C 0.922 -4.382 -0.328
H 3.263 -2.005 -4.436
H -1.152 -0.536 4.226
H -1.640 3.236 0.618
H -2.866 -1.169 -2.476
C -2.819 1.156 2.561
C -0.449 2.549 4.711
H 2.955 -1.444 2.179
H 2.627 1.671 -4.462
C 1.408 -4.343 -2.836
Re 0.292 0.104 -0.031
H -1.078 -4.379 -3.657
H 1.427 4.849 2.995
H -3.287 -0.169 0.945
C -2.891 -2.046 -1.808
C 1.228 1.633 -1.188
C -3.656 0.779 1.338
H 2.347 -4.918 -2.734
H 1.245 -5.403 -0.578
H 2.144 -2.948 -1.356
C 1.882 4.045 2.399
H 2.485 0.709 1.789
H 0.267 5.790 0.173
H -0.132 -4.419 -0.033
H -0.595 -0.593 -3.586
H 2.974 -1.038 -0.143
H -2.793 0.277 3.226
H -4.714 0.650 1.621
*
```

=====

(5)
A structure of composition C25H50FN2O7PSi2, computed with ωB97M-V/def2-TZVPD.

Properties
Orbital gap   0.306 Ha

Structure (ORCA input):
```
! wB97M-V def2-TZVPD RIJCOSX def2/J DEFGRID3
* xyz 0 1
C -5.148 0.477 -5.124
H -2.936 -0.677 0.761
H 0.845 -3.034 1.759
O 0.493 -3.510 -0.209
H -4.242 0.391 0.181
O -6.419 -0.938 -0.673
C 5.411 7.387 4.847
H -4.346 2.019 -3.825
C 0.022 -2.965 1.014
H -4.442 -0.263 -5.552
C -3.682 -1.130 -1.315
H 3.164 5.230 1.057
H 3.555 6.428 4.534
H -5.203 1.342 -5.822
H 7.335 4.734 5.164
H -0.054 -0.281 2.390
O -5.712 -1.767 -3.054
N 4.540 6.341 4.701
H 3.480 -0.149 -3.415
H 0.636 -0.230 -2.011
C 6.543 5.454 5.033
H 3.652 -1.737 -2.615
H -7.154 1.073 -0.871
H -2.959 -1.107 -2.150
H -0.776 -3.657 1.392
C -4.541 0.927 -3.735
O -0.806 -5.840 -1.053
H 4.708 4.216 4.737
H -8.593 -0.780 1.145
H -8.410 1.067 1.128
O -5.461 0.775 -2.643
C 3.149 -7.069 0.725
H 2.775 1.455 1.402
H 0.267 4.001 -0.457
H -7.019 0.029 1.483
H 4.167 3.764 1.379
C 2.690 -0.252 -1.346
H 0.158 4.065 1.314
H -6.154 0.030 -4.997
H -1.488 0.569 -2.059
H 5.372 -4.721 1.350
H -1.505 -4.716 -2.628
C 0.376 -0.657 1.424
C 2.106 3.387 0.535
Si -2.067 1.142 -0.838
H 0.278 -4.985 -2.664
C 4.355 -6.715 1.278
H 5.066 8.406 4.791
C -0.471 -3.409 -1.242
C -3.299 -0.125 -0.127
H 2.793 4.247 2.487
C 1.822 2.022 1.250
Si 0.592 0.893 0.301
H -1.499 -3.181 -0.879
C -7.959 0.085 0.880
H 2.545 3.202 -0.474
C 0.822 4.309 0.452
C 5.221 5.160 4.818
H -2.862 2.315 -1.266
C 3.141 4.180 1.432
C 1.276 0.454 -1.419
H 1.084 5.383 0.475
C 3.430 -4.884 0.361
H -8.360 -0.275 -1.219
H 2.036 -1.299 -3.220
H 3.503 0.476 -1.142
H 1.388 2.178 2.263
H 1.440 1.391 -2.002
H 1.712 -5.915 -0.314
H 2.640 -8.018 0.681
C -0.585 -4.789 -2.002
H 1.409 -1.002 1.654
H -3.568 0.419 -3.566
F 2.683 -1.319 -0.450
H -1.306 -5.449 -0.333
N 2.596 -5.950 0.166
O -0.463 -1.657 0.828
H -3.784 -2.155 -0.892
P -5.398 -0.750 -1.972
C 6.663 6.867 5.052
C 4.533 -5.327 1.047
H 3.166 -3.904 -0.005
C 2.954 -0.880 -2.767
O -0.917 1.725 0.291
C -7.473 0.042 -0.625
H 7.566 7.438 5.200
H 5.032 -7.379 1.791
H -0.133 -2.648 -1.985
*
```

=====

Max |F| for every record listed, in sequence, given in Eh/bohr: 0.074, 0.071, 0.071, 0.058, 0.078.